(1)
DFT (ωB97M-V/def2-TZVPD) results for a molecular structure, C24H52BrF9I2KN2O21P2S at a distorted geometry.

Computed properties:
**Frontier orbital gap**: 0.03776 Eh
**Total charge**: -1
**Multiplicity**: 1

Geometry (Å):
C  -2.43680  -2.89953  4.49675
C  -2.19723  -2.08337  3.11482
C  -0.83474  -1.26312  3.31770
I  -1.40309  0.54840  4.46178
C  -0.03995  -0.92777  1.97748
I  0.78064  -2.74597  1.02046
C  1.29984  -0.12430  2.43280
C  2.25377  -0.95556  3.39703
C  3.71329  -1.18180  2.74241
O  4.36423  0.05954  2.37893
O  -0.69377  -0.03451  1.07220
C  -1.62829  -0.63606  0.16223
C  -1.04458  -0.58095  -1.35708
O  -0.43713  0.70799  -1.47056
C  0.46263  0.85593  -2.60153
P  2.26493  0.77364  -1.98462
N  3.20825  1.30380  -3.16393
O  2.67149  -0.74493  -1.35113
O  2.36508  1.92915  -0.70450
S  -2.31814  -0.98770  -2.64832
O  -3.44781  -1.83386  -2.09318
O  -2.97803  0.30135  -3.12293
C  -1.71149  -1.88495  -4.15408
F  -2.83316  -2.57121  -4.68275
F  -1.30081  -1.02989  -5.21095
C  -0.53414  -2.92898  -3.94403
F  0.69734  -2.32710  -3.60414
F  -0.29560  -3.48790  -5.23310
C  -0.85491  -4.16524  -3.00041
F  -1.91091  -4.97664  -3.48093
F  -1.22239  -3.81272  -1.68677
C  0.38670  -5.19104  -2.82262
F  -0.11792  -6.21032  -1.98092
F  0.74878  -5.82359  -3.99942
F  1.45164  -4.62929  -2.12004
P  -3.23245  0.45062  0.22557
O  -3.64459  0.80111  1.84679
O  -2.95914  1.96481  -0.51246
H  -2.38242  -2.19028  5.39987
H  -1.58932  -3.64243  4.62296
H  -3.47482  -3.36786  4.54627
H  -2.10010  -2.89399  2.30886
H  -3.12030  -1.44129  2.98233
H  -0.22420  -1.87344  4.07193
H  1.88255  0.01467  1.44976
H  1.06485  0.93280  2.78806
H  1.88043  -1.98124  3.69870
H  2.42274  -0.37842  4.37930
H  3.57282  -1.81545  1.79556
H  4.37016  -1.82734  3.42996
H  4.54379  -0.01225  1.41631
H  -1.98915  -1.67986  0.40708
H  -0.21451  -1.35627  -1.43537
H  0.24617  0.21128  -3.50170
H  0.33969  1.94621  -2.95728
H  3.64316  2.18017  -2.80957
H  3.39314  -1.21070  -1.98690
H  1.88943  1.59334  0.08640
H  -3.01549  1.51574  2.12304
H  -3.16936  2.71396  0.08206
C  3.49856  3.92034  2.13731
C  4.09596  4.93078  1.16842
C  4.23781  6.32732  1.77812
O  2.96181  6.97120  1.80799
C  2.36763  7.03082  3.10380
N  3.17781  5.05169  -0.00181
H  2.45810  4.14731  2.38362
H  3.51811  2.91529  1.70273
H  4.07130  3.88935  3.06689
H  5.05844  4.56627  0.79740
H  4.86921  6.93450  1.11988
H  4.72323  6.30343  2.75781
H  3.11071  7.15942  3.89334
H  1.78528  6.12282  3.27964
H  1.68523  7.88145  3.12303
H  2.81024  4.15208  -0.33634
H  3.62721  5.53965  -0.79486
H  2.38611  5.65039  0.28086
O  -1.09704  5.87581  3.43798
H  -0.86894  6.16200  4.33033
H  -1.10475  6.69267  2.92505
C  -6.06365  0.33133  -3.13787
O  -6.87926  1.43851  -3.51152
C  -6.48199  2.00712  -4.75475
C  -7.41577  1.58249  -5.88136
O  -7.28947  0.19060  -6.15954
C  -8.35896  -0.56768  -5.61267
H  -6.53624  -0.17069  -2.29198
H  -5.96085  -0.38817  -3.95503
H  -5.07277  0.68016  -2.83006
H  -5.44377  1.75144  -4.98869
H  -6.54284  3.09510  -4.64138
H  -7.13040  2.11494  -6.79387
H  -8.45396  1.84330  -5.64800
H  -9.27438  -0.38675  -6.18532
H  -8.52818  -0.32718  -4.56032
H  -8.10037  -1.62443  -5.68994
Br  3.76377  -1.63640  -3.74281
O  5.45609  3.27951  -2.32344
H  5.34491  3.27247  -1.32297
H  6.29599  2.81802  -2.59908
H  5.41403  4.21590  -2.68835
C  -1.34700  -8.93391  0.00511
O  -0.32399  -8.56371  0.61405
O  -2.47656  -8.36870  0.08097
O  -1.40281  -9.92921  -0.77388
O  4.78646  -1.76396  5.89022
H  4.72872  -1.71514  6.86646
H  5.61777  -2.24665  5.59927
H  4.71896  -0.87540  5.47992
C  4.98240  -4.97274  5.70497
O  5.95453  -4.18652  5.87840
O  4.16735  -4.90339  4.72578
O  4.68853  -5.93313  6.48280
K  1.23087  -8.44715  2.18947

Löwdin atomic charge list, values in e, 4 entries: atom 1 (C): -0.14, atom 2 (C): -0.31, atom 3 (C): -0.63, atom 4 (I): 0.87

***

(2)
DFT (ωB97M-V/def2-TZVPD) results for 3 unconnected molecules or ions with the total composition C24H52ClNO15P2S at a distorted geometry.

Computed properties:
**Frontier orbital gap**: 0.27234 Eh
**Multiplicity**: 1

Geometry (Å):
C  2.68277  1.13216  0.06350
C  3.81330  1.80073  0.98805
O  3.89094  1.07119  2.24130
C  5.22413  1.71326  0.17285
N  4.91328  2.06162  -1.25104
C  5.57786  3.32734  -1.69322
C  4.56173  4.55774  -1.88535
O  3.55637  4.66175  -0.83122
C  3.74678  5.83685  -0.03581
O  3.74473  7.14750  -0.66924
C  3.99372  8.00704  0.48039
O  4.79761  8.94863  0.57565
O  3.11115  7.45523  1.48794
C  3.03605  5.97400  1.39079
C  1.46137  5.72719  1.54303
C  0.93802  4.30672  0.99214
C  -0.22384  4.58324  -0.10867
C  -1.17095  3.25429  -0.06901
S  -1.86388  2.93397  -1.78879
O  -0.73932  2.41216  -2.66949
O  -2.50173  4.18157  -2.34663
Cl  -3.33036  1.45952  -1.71774
H  3.09496  0.16899  -0.41879
H  2.33798  1.85791  -0.76438
H  1.73668  0.93191  0.70048
H  3.65602  2.91038  1.21549
H  2.97119  0.79894  2.48273
H  5.96658  2.41475  0.68510
H  5.62952  0.64713  0.29156
H  5.30082  1.26669  -1.79764
H  6.43455  3.67015  -1.00262
H  6.08417  3.09117  -2.70800
H  5.15047  5.51915  -2.06525
H  3.97835  4.34626  -2.86373
H  4.86617  5.74199  0.27113
H  3.70689  5.68507  2.28741
H  0.80468  6.55555  1.09918
H  1.23645  5.73814  2.68016
H  1.75294  3.60130  0.61965
H  0.40449  3.74597  1.85650
H  0.19158  4.78851  -1.15247
H  -0.84447  5.49599  0.19024
H  -0.48210  2.39731  0.24584
H  -2.00034  3.32054  0.71591
O  3.09992  -2.40924  3.64003
P  2.87782  -3.71477  4.41494
O  4.44778  -4.25087  4.28311
C  5.53385  -3.38762  4.59086
C  5.78847  -3.34365  6.08412
O  2.20796  -4.52766  3.12925
C  1.17313  -3.89212  2.38339
C  1.69822  -3.51620  1.00966
O  2.52686  -5.09836  5.35526
C  2.98940  -6.39409  4.97224
C  3.89872  -6.93288  6.05890
H  5.37781  -2.38067  4.19884
H  6.41575  -3.78915  4.08284
H  4.89285  -3.02770  6.62470
H  6.60347  -2.65370  6.31415
H  6.06247  -4.33294  6.45663
H  0.78861  -3.01307  2.90875
H  0.34716  -4.60201  2.28491
H  2.57614  -2.87160  1.08127
H  0.93095  -3.00276  0.42601
H  2.00850  -4.41413  0.46642
H  3.50714  -6.38753  4.01223
H  2.11594  -7.04273  4.86422
H  4.63449  -6.18775  6.36775
H  4.42581  -7.82826  5.72090
H  3.31920  -7.18986  6.95065
O  -9.00609  -2.51221  -5.74972
P  -8.55953  -1.66430  -4.55146
O  -6.94163  -2.03197  -4.68493
C  -6.28057  -1.93867  -5.93934
C  -5.86904  -0.51004  -6.23322
O  -9.00531  -2.78816  -3.41103
C  -10.30262  -3.37220  -3.49755
C  -10.17508  -4.82751  -3.90925
O  -8.17428  -0.62872  -3.24708
C  -7.27447  -1.03580  -2.21674
C  -6.08462  -0.09653  -2.20440
H  -6.89101  -2.33662  -6.75223
H  -5.38859  -2.56934  -5.87878
H  -6.73352  0.15813  -6.21371
H  -5.39054  -0.44240  -7.21279
H  -5.16231  -0.15128  -5.48198
H  -10.93879  -2.82250  -4.19715
H  -10.76695  -3.30400  -2.50979
H  -9.64088  -4.92860  -4.85546
H  -11.15841  -5.29213  -4.00863
H  -9.60035  -5.38169  -3.16068
H  -6.94235  -2.06818  -2.33372
H  -7.80650  -0.97325  -1.26363
H  -5.68931  0.05806  -3.21039
H  -5.28515  -0.48454  -1.56823
H  -6.37774  0.88821  -1.82805

Löwdin atomic charge list, values in e, 4 entries: atom 1 (C): -0.07, atom 2 (C): -0.38, atom 3 (O): -0.09, atom 4 (C): -0.16